# 1
This record from the OMol25 dataset describes 2 unconnected molecules or ions with the total composition C31H27N2OP in a non-equilibrium geometry. The level of theory is ωB97M-V/def2-TZVPD.

Its HOMO energy is -7.17 eV. The calculation puts the lowest unoccupied orbital energy at -1.52 eV. For the orbital gap, the calculation gives 5.64 eV. As for the charge: 0. The calculation puts the energy above the lowest of the compared OMol25 structures with the same formula, charge and spin at 55.4 kcal per mole.

Structure (XYZ):
```
62
Properties=species:S:1:pos:R:3:forces:R:3
C 3.3273 2.3285 2.7887 -0.1103 -0.0524 -0.1995
C 3.9762 1.5614 1.8139 -0.1693 -0.0260 -0.0622
C 3.4070 1.4132 0.5439 0.0366 0.1541 0.4319
C 2.1931 2.0376 0.2434 0.0476 -0.1258 0.1570
P 1.4648 1.9410 -1.4276 -0.8152 0.6953 0.2246
C 2.9078 2.3313 -2.4824 0.1030 -0.2317 -0.3675
C 3.3708 1.4058 -3.4264 0.3064 0.2955 0.1326
C 4.4994 1.6976 -4.2030 -0.0984 0.1829 0.0979
C 5.1518 2.9266 -4.0589 -0.2151 -0.1447 0.1310
C 4.6702 3.8675 -3.1399 -0.2123 -0.1193 0.0327
C 3.5437 3.5772 -2.3635 0.2190 -0.1656 -0.1053
C 0.9464 0.2617 -1.6394 0.4609 0.3189 -0.2718
C 0.0846 0.0276 -2.7171 -1.1827 -0.6572 -1.7863
N -0.6560 -0.2375 -3.6008 1.3231 0.2999 1.7694
O 0.3737 2.9492 -1.5904 0.3866 -0.3236 0.0809
C 1.5326 2.7848 1.2266 0.1404 -0.0322 -0.0051
C 2.1028 2.9357 2.4916 0.0787 -0.1245 -0.0033
H 3.7725 2.4516 3.7787 -0.1119 -0.0370 -0.3257
H 4.9304 1.0813 2.0363 -0.2547 0.1429 -0.0272
H 3.9219 0.8250 -0.2176 -0.0634 0.1798 0.1533
H 2.8484 0.4554 -3.5421 0.1711 0.2242 0.0033
H 4.8633 0.9600 -4.9196 -0.0833 0.2364 0.1538
H 6.0312 3.1551 -4.6658 -0.2794 -0.0846 0.2077
H 5.1730 4.8321 -3.0264 -0.1874 -0.3343 -0.0689
H 3.1587 4.3164 -1.6569 0.1211 -0.2349 -0.1773
H 1.7327 -0.4914 -1.4711 -0.3295 0.2215 -0.1869
H 0.5767 3.2552 0.9900 0.2796 -0.1088 -0.0471
H 1.5853 3.5312 3.2479 0.1867 -0.1897 -0.2184
C -2.3337 -4.2681 -3.2226 0.1597 -0.0721 -0.3768
N -2.2327 -3.4915 -2.0021 0.7992 0.6060 0.2201
C -1.2067 -2.6620 -1.6973 -0.7855 0.0040 0.4032
C -1.4476 -2.0232 -0.4497 -0.2286 -0.3444 -0.4258
C -0.6375 -1.0480 0.1455 0.8944 -0.9785 0.4168
C -1.0690 -0.2830 1.2890 -0.3164 1.0935 0.8757
C -2.3929 0.2151 1.4311 0.3029 -0.1161 -0.0761
C -2.8231 0.7706 2.6312 0.1272 -0.2447 -0.1502
C -1.9692 0.8135 3.7427 0.2254 -0.0687 -0.3901
C -2.4911 1.2005 5.0916 0.0045 0.1856 0.2377
C -0.6180 0.4840 3.5640 -0.2131 -0.0450 0.0851
C -0.1650 -0.0136 2.3525 -0.1703 -0.3108 -0.6784
C -2.6787 -2.6566 0.0691 -0.1856 -0.0517 -0.7992
C -3.3170 -2.7000 1.3000 -0.5960 -0.1487 0.4172
C -4.4792 -3.4784 1.4508 0.4702 0.1903 -0.0612
C -4.9590 -4.2799 0.4056 0.2517 0.1225 -0.4970
C -4.2751 -4.3293 -0.8198 -0.1572 0.2075 0.4630
C -3.1580 -3.5125 -0.9529 0.3681 -0.0873 0.3799
H -3.2960 -4.7841 -3.2364 0.2535 0.1389 -0.0891
H -2.2547 -3.6083 -4.0953 -0.1148 -0.1112 0.2289
H -1.5270 -5.0114 -3.2837 -0.2448 0.1541 0.1198
H -0.3817 -2.5156 -2.3816 -0.2076 0.0553 0.0171
H 0.4336 -1.0847 -0.0617 -0.6893 0.0205 0.3219
H -3.0783 0.1479 0.5828 0.2137 -0.0151 0.2773
H -3.8488 1.1351 2.7378 0.3124 -0.1717 -0.1111
H -1.6972 1.1273 5.8389 -0.1361 0.0594 -0.0278
H -2.8788 2.2254 5.0978 0.0543 -0.1250 -0.0170
H -3.3109 0.5422 5.4030 0.1387 0.0891 -0.1002
H 0.0725 0.6042 4.4032 -0.1740 -0.0504 -0.3214
H 0.8918 -0.2425 2.2077 -0.2216 -0.0120 0.1088
H -2.9043 -2.1441 2.1413 -0.3248 -0.1115 -0.1994
H -5.0144 -3.4615 2.4033 0.2481 -0.0633 -0.2994
H -5.8600 -4.8785 0.5466 0.2826 0.1696 -0.0390
H -4.5827 -4.9702 -1.6443 -0.0886 0.0729 0.3629
```
Forces are in eV/Å.

---

# 2
This record from the OMol25 dataset describes a molecular structure, H4OS in a non-equilibrium geometry. The level of theory is ωB97M-V/def2-TZVPD.

Its HOMO energy is -9.49 eV. The calculation puts the lowest unoccupied orbital energy at 0.59 eV. For the orbital gap, the calculation gives 10.08 eV. As for the charge: 0. The calculation puts the energy above the lowest of the compared OMol25 structures with the same formula, charge and spin at 25.8 kcal per mole.

Structure (XYZ):
```
6
Properties=species:S:1:pos:R:3:forces:R:3
O 0.8248 2.1893 2.6247 1.0219 1.0783 1.0301
H 0.1404 2.0256 1.9369 0.9078 0.6469 1.0520
H 1.6692 1.9052 2.2069 -1.1483 0.6321 0.6845
S 0.2242 0.6554 0.7212 -0.4740 -2.5052 -2.4923
H 1.5683 0.6515 0.7920 -0.2930 -0.0690 -0.1657
H 0.1194 -0.2877 1.6759 -0.0144 0.2170 -0.1086
```
Forces are in eV/Å.

---

# 3
This record from the OMol25 dataset describes a molecular structure, C2H4CaKO in a non-equilibrium geometry. The level of theory is ωB97M-V/def2-TZVPD.

Its HOMO energy is -9.76 eV. The calculation puts the lowest unoccupied orbital energy at -4.44 eV. For the orbital gap, the calculation gives 5.32 eV. As for the charge: +1. The calculation puts the energy above the lowest of the compared OMol25 structures with the same formula, charge and spin at 0.0 kcal per mole.

Structure (XYZ):
```
9
Properties=species:S:1:pos:R:3:forces:R:3
C 0.1042 -0.1701 0.3191 2.7877 -2.3198 0.1521
H 0.3297 -1.0078 1.0000 -0.6864 0.4597 -0.1645
C -0.8164 0.7923 0.8138 -0.5826 0.4372 -0.5917
H -1.1647 0.6708 1.8436 0.3561 0.2262 -0.3289
H -0.7720 1.8309 0.4561 0.1300 -0.2221 0.1808
O 0.0394 -0.6049 -0.9918 -1.4450 0.2964 -1.3793
K 2.3960 -1.2976 -2.2934 -0.2789 0.2567 0.6505
Ca -1.9666 0.0157 -1.3124 0.8527 -0.0138 0.9750
H 1.8504 -0.2294 0.1651 -1.1336 0.8795 0.5060
```
Forces are in eV/Å.